# 1
H4O2 | wB97M-V/def2-TZVPD

CARTESIAN COORDINATES (ANGSTROEM)
1 H -0.769 0.209 -0.025
2 H 1.934 -0.461 -0.491
3 H 1.448 0.808 0.196
4 O 0.984 -0.028 -0.032
5 H -1.852 -0.609 0.509
6 O -1.745 0.081 -0.157

Forces on the atoms, in the same order (eV/Å):
H -1.12 0.08 -0.76
H -4.52 1.27 1.78
H -0.92 -0.25 0.18
O 5.86 -0.93 -1.84
H -0.60 -0.07 -0.10
O 1.31 -0.10 0.74

Output
- relative energy (zero: lowest compared OMol25 entry of this formula, charge and spin) (kJ/mol) = 77.38
- HOMO level (eV) = -10.7
- SMILES = O.O
- LUMO (eV) = 0.25

=====

# 2
C27H25N3O3 | wB97M-V/def2-TZVPD

CARTESIAN COORDINATES (ANGSTROEM)
1 C -0.051 -0.766 -2.157
2 H -0.739 -3.132 -3.056
3 H -1.149 -2.137 -4.490
4 H -5.707 -0.112 -0.144
5 H -5.812 -0.162 3.576
6 H 4.554 1.598 2.019
7 C 2.111 -3.063 1.149
8 C -3.096 1.345 0.484
9 H 0.138 -2.545 0.473
10 C 0.539 0.333 0.387
11 H 4.155 -3.302 1.928
12 C -6.111 0.068 0.853
13 H -6.924 0.795 0.797
14 H 0.347 -3.102 -4.469
15 H -3.742 2.120 0.019
16 H 4.551 -0.096 -2.879
17 C 3.253 3.363 1.849
18 C 1.975 3.786 1.463
19 C -3.705 0.435 1.385
20 C 2.643 -0.352 1.301
21 H -0.037 3.242 0.938
22 H 1.771 4.866 1.495
23 C 1.304 1.528 0.949
24 C -0.340 -2.535 -3.861
25 H -6.545 -0.881 1.240
26 C 1.115 -2.157 0.778
27 H -0.932 -1.471 2.052
28 C -1.737 1.292 0.233
29 C 1.764 -1.338 -3.767
30 H 4.605 -0.801 1.996
31 C -1.548 -0.684 1.577
32 C 3.875 -0.130 -3.725
33 O 2.818 1.451 -1.802
34 C 1.378 -0.806 0.860
35 C 3.574 2.001 1.786
36 H -4.673 1.194 3.684
37 C 0.797 0.218 -1.310
38 H 0.266 1.207 -1.623
39 H 4.056 -0.999 -4.344
40 C -0.912 0.300 0.784
41 N -5.056 0.531 1.724
42 H -1.286 2.122 -0.345
43 C 0.974 2.875 1.083
44 H -6.319 1.451 3.112
45 C -2.899 -0.608 1.892
46 C -5.476 0.765 3.078
47 C 3.636 -1.234 1.690
48 C 2.591 1.113 1.347
49 N 0.450 -1.455 -3.277
50 C 2.120 0.458 -2.081
51 C 3.360 -2.611 1.634
52 N 2.510 -0.295 -3.197
53 H 1.954 -4.145 1.111
54 H -3.362 -1.395 2.514
55 O 2.228 -2.106 -4.610
56 H 4.033 4.067 2.140
57 O -1.239 -0.890 -1.920
58 H 3.953 0.785 -4.327

Forces on the atoms, in the same order (eV/Å):
C -1.50 -0.10 0.68
H -0.29 -0.20 0.10
H 0.19 -0.14 0.33
H -0.12 0.02 0.03
H 0.06 0.08 0.01
H -0.03 0.29 0.19
C 1.07 -0.09 0.68
C -0.99 0.09 0.47
H 0.36 0.23 -0.11
C 0.91 -0.79 -0.83
H -0.46 0.04 -0.12
C 0.28 -0.51 0.17
H -0.03 0.08 -0.08
H -0.02 -0.23 -0.12
H 0.62 -0.53 0.45
H 0.19 0.14 -0.05
C 0.16 -0.60 -0.57
C 0.12 0.18 0.49
C 1.24 -0.63 -0.64
C -0.82 -0.18 -0.12
H 0.20 -0.05 -0.25
H -0.14 -0.60 0.04
C 0.79 0.57 -0.16
C -0.36 0.54 -0.15
H 0.13 0.28 -0.27
C -0.08 -0.68 -0.03
H -0.53 0.49 -0.45
C 0.23 0.51 0.04
C 0.26 -0.79 0.16
H -0.55 -0.65 -0.03
C 1.32 0.25 0.31
C -0.42 0.38 0.10
O -1.22 -2.20 -0.30
C 1.15 -0.56 0.34
C -0.79 -0.02 -0.26
H -0.02 -0.06 -0.19
C -1.64 2.05 -2.16
H 0.75 -1.43 0.39
H 0.16 0.02 -0.03
C -1.41 -0.09 -0.68
N -0.73 0.74 -0.07
H -0.35 -0.78 0.08
C 0.32 0.07 -0.10
H -0.16 0.20 -0.10
C -0.47 0.29 -0.07
C 0.29 -0.55 0.45
C 0.14 -0.02 -0.09
C 0.06 0.23 0.09
N 1.43 0.37 0.28
C 1.78 2.71 1.30
C -0.09 0.46 -0.44
N -0.61 -0.83 0.18
H -0.16 0.45 -0.05
H 0.31 0.59 -0.27
O -0.80 1.43 1.12
H -0.38 -0.03 -0.06
O 0.66 -0.25 0.05
H 0.01 -0.22 0.30

Output
- relative energy (zero: lowest compared OMol25 entry of this formula, charge and spin) (kJ/mol) = 171.63
- HOMO level (eV) = -8.0
- SMILES = CN1C(=O)C(C2(c3ccc(N(C)C)cc3)c3ccccc3-c3ccccc32)C(=O)N(C)C1=O
- LUMO (eV) = 0.05

=====

# 3
C34H28F2O4S2 | wB97M-V/def2-TZVPD

CARTESIAN COORDINATES (ANGSTROEM)
1 C -1.156 4.304 -2.153
2 C -0.278 -3.343 0.261
3 C -2.580 -3.519 -2.624
4 C 3.351 -3.731 2.421
5 C -0.707 -3.555 -1.075
6 H -1.780 -3.503 -5.751
7 H -1.464 6.890 0.662
8 O 0.779 3.463 2.313
9 C -1.175 1.724 2.861
10 H 0.104 -2.896 2.798
11 C -1.453 3.904 -0.872
12 C -2.944 0.237 3.433
13 C 0.020 2.063 0.221
14 C 2.185 -3.860 0.319
15 C 2.444 2.170 -0.103
16 H 5.387 -3.224 2.780
17 O 1.247 0.867 2.263
18 C 3.520 2.206 -0.946
19 H -3.416 -0.727 3.348
20 H -0.867 7.610 -1.612
21 H -1.819 4.489 1.130
22 C 1.010 -3.206 2.304
23 F 0.405 -4.564 -4.416
24 H 4.489 -3.661 4.235
25 H -3.624 -3.343 -2.814
26 C -1.756 2.720 3.607
27 C -1.756 0.482 2.775
28 C -2.070 -3.329 -1.364
29 H 0.014 1.714 -2.431
30 C -2.283 -4.157 -5.039
31 H -1.073 -3.030 0.917
32 C -1.374 6.165 -0.129
33 H 2.265 -4.052 -0.728
34 O -1.772 1.361 -1.732
35 H 1.940 1.832 -3.910
36 H -1.278 3.684 3.661
37 C 2.074 1.945 -2.847
38 H -3.406 3.257 4.848
39 H -2.721 -3.002 -0.571
40 C -0.944 5.639 -2.422
41 C 4.618 -3.887 3.176
42 F 4.487 -4.384 0.436
43 C 3.344 -3.991 1.050
44 C -1.050 6.568 -1.408
45 H 4.512 2.345 -0.545
46 H 4.200 2.121 -2.975
47 C -2.941 2.476 4.270
48 C 1.114 2.040 -0.610
49 H 1.141 -4.193 -2.025
50 C 0.971 -3.475 0.919
51 H -4.457 1.040 4.702
52 S 0.346 2.052 1.987
53 H 2.167 -3.121 4.085
54 C 2.168 -3.332 3.030
55 O -2.721 2.106 0.591
56 C -1.574 4.827 0.137
57 H -3.355 -3.967 -5.102
58 C 0.987 1.916 -2.024
59 C 3.346 2.096 -2.318
60 C -3.534 1.234 4.182
61 H 4.994 -4.907 3.091
62 C -0.411 -4.165 -3.410
63 C -1.763 -3.939 -3.667
64 H -1.091 3.569 -2.936
65 H -0.689 5.953 -3.420
66 H -2.103 -5.184 -5.360
67 S -1.645 2.166 -0.462
68 H -1.288 -0.280 2.174
69 H 2.586 2.275 0.960
70 C 0.101 -3.982 -2.146

Forces on the atoms, in the same order (eV/Å):
C 0.03 -0.40 -0.49
C 0.52 -0.13 -0.25
C 0.19 -0.05 0.09
C 0.51 -0.08 0.12
C -0.07 -0.03 -0.10
H 0.08 -0.01 -0.01
H -0.01 0.11 0.15
O -0.66 -3.22 0.24
C 0.48 0.23 -0.19
H -0.17 0.11 0.11
C -0.91 -0.65 -0.62
C 0.13 -0.21 -0.10
C -3.87 -1.31 2.58
C 0.88 -0.21 -0.29
C -0.87 0.15 0.02
H 0.02 -0.01 -0.08
O -1.63 2.41 0.13
C 0.07 0.00 -0.39
H -0.10 -0.21 0.01
H 0.00 0.22 -0.05
H -0.04 -0.01 0.20
C -0.32 0.09 0.00
F -0.57 0.22 0.64
H -0.06 0.01 -0.11
H -0.16 0.06 -0.05
C 0.22 0.52 0.03
C 0.03 -0.48 -0.08
C -0.01 0.10 0.34
H 0.14 0.10 -0.15
C -0.39 -0.01 -0.31
H -0.23 0.15 0.19
C -0.05 -0.09 0.25
H 0.08 -0.06 -0.24
O -0.48 1.50 2.88
H -0.03 0.00 -0.27
H 0.11 0.14 -0.04
C 0.80 0.04 0.11
H -0.05 0.14 0.11
H -0.13 0.12 0.14
C 0.10 0.22 -0.07
C 0.23 0.03 0.44
F -0.72 0.28 0.43
C -0.70 0.04 -0.46
C 0.13 0.28 -0.25
H 0.14 -0.03 0.10
H 0.18 0.03 -0.11
C -0.11 0.05 0.13
C 2.37 -0.08 -1.81
H 0.27 -0.03 -0.03
C -0.05 0.04 0.00
H -0.20 -0.02 0.07
S 1.54 0.71 -1.33
H 0.01 0.07 0.16
C -0.09 -0.04 -0.18
O 2.19 -0.26 -2.39
C -0.16 0.16 0.65
H 0.09 0.02 0.08
C -0.35 -0.20 0.79
C 0.39 -0.01 -0.45
C -0.22 0.03 0.16
H 0.03 -0.03 -0.08
C 0.30 0.17 0.71
C -0.01 -0.10 -0.51
H -0.03 -0.09 -0.13
H 0.03 0.05 -0.18
H 0.08 -0.02 -0.02
S 0.37 -0.15 0.70
H 0.11 -0.11 -0.13
H 0.19 0.04 -0.06
C 0.39 -0.27 -0.73

Output
- relative energy (zero: lowest compared OMol25 entry of this formula, charge and spin) (kJ/mol) = 176.12
- HOMO level (eV) = -5.4
- LUMO (eV) = -3.76

=====

# 4
C3H13NO4 | wB97M-V/def2-TZVPD

CARTESIAN COORDINATES (ANGSTROEM)
1 H 0.856 1.615 -1.392
2 H -2.223 -0.683 -0.141
3 H 0.639 -1.061 1.894
4 H 1.400 -1.615 3.119
5 O 0.062 -2.436 -0.250
6 H -0.383 1.326 -2.321
7 O 1.009 3.239 -0.010
8 H -1.117 -1.656 -1.657
9 O -1.317 0.459 1.435
10 C -0.101 -0.078 -0.584
11 H 0.739 -0.078 0.100
12 O 1.512 -1.338 2.202
13 H -1.877 1.072 -0.369
14 C -1.493 0.149 0.037
15 H -1.706 -0.261 1.941
16 C -0.074 -1.463 -1.297
17 H 0.689 -1.586 -2.148
18 H 1.903 3.150 0.322
19 H 0.849 -2.380 0.325
20 N 0.288 0.831 -1.726
21 H 0.346 2.793 0.520

Forces on the atoms, in the same order (eV/Å):
H -0.18 -0.46 0.07
H 0.80 0.62 0.27
H -0.05 0.13 0.27
H -0.04 0.05 -0.17
O -0.16 -0.89 0.12
H -0.52 -0.90 0.64
O -0.13 0.58 -0.87
H 1.01 0.07 -0.29
O -0.36 -0.69 0.18
C -0.20 -0.51 -4.19
H -0.16 0.36 0.38
O 0.01 -0.10 -0.05
H -0.39 0.13 -0.50
C 0.77 0.36 0.66
H -0.01 0.14 0.11
C -0.01 -0.57 1.00
H -1.05 0.42 1.48
H -0.24 -0.30 0.55
H -0.20 0.42 -0.83
N 0.70 1.34 0.66
H 0.43 -0.20 0.50

Output
- relative energy (zero: lowest compared OMol25 entry of this formula, charge and spin) (kJ/mol) = 247.85
- HOMO level (eV) = -8.9
- SMILES = NC(CO)CO.O.O
- LUMO (eV) = 0.49

=====

# 5
C63H51Co2NO5P | wB97M-V/def2-TZVPD

CARTESIAN COORDINATES (ANGSTROEM)
1 H -1.875 5.662 -2.488
2 C 6.262 -1.287 0.693
3 C -2.754 5.813 -0.520
4 H -5.098 -1.046 -1.381
5 H -0.201 -0.758 6.896
6 H -3.872 2.180 2.218
7 H -3.249 -1.344 0.513
8 H -3.673 1.675 -0.247
9 C 0.588 0.327 -0.730
10 H -2.455 -3.762 -1.670
11 C -1.947 -1.266 4.008
12 O 1.517 4.317 -2.018
13 O 1.207 1.793 -4.181
14 C -4.320 -2.675 5.577
15 C 1.306 3.392 -1.340
16 H 8.105 -0.762 1.692
17 C -2.469 3.862 0.867
18 C -3.252 0.117 -1.749
19 C 5.247 4.173 -4.110
20 C -3.410 -4.406 4.184
21 H -5.175 -5.737 6.788
22 H 0.868 0.991 5.450
23 C 5.678 0.083 -1.228
24 H 8.047 2.597 -5.297
25 C 7.698 0.555 0.038
26 H 7.047 1.704 -1.670
27 H 8.595 1.162 0.168
28 H 0.500 -0.642 -0.205
29 H 6.030 -2.124 1.356
30 H 3.678 3.216 -2.953
31 N -3.832 0.061 1.945
32 C 4.901 -0.886 -3.831
33 C -5.259 1.214 3.555
34 C -2.790 -2.695 2.060
35 C -2.528 -3.502 -0.601
36 H 6.177 -2.090 -2.557
37 C 5.953 -2.966 -4.518
38 H -3.872 0.165 4.821
39 H -5.487 -0.597 4.753
40 C -3.585 -0.728 -4.384
41 H -4.336 -1.633 5.895
42 C 5.276 1.834 -3.458
43 H -4.607 -4.184 -0.435
44 C 2.245 -1.308 -2.098
45 C 5.717 -1.990 -3.541
46 H -3.779 -6.416 4.821
47 C 3.194 2.006 -0.375
48 C 6.825 0.863 -1.011
49 H -1.402 1.026 -2.474
50 C -4.357 -0.692 -2.095
51 C -3.874 -3.324 1.408
52 C 4.377 -0.735 -5.128
53 C 7.097 2.750 -4.781
54 H 5.586 -3.585 -6.554
55 Co 2.325 0.456 -1.852
56 C -4.498 -1.132 -3.410
57 C -0.499 -0.630 5.854
58 H -3.513 5.671 1.480
59 P 4.486 0.411 -2.599
60 C 6.501 1.670 -4.126
61 C -3.048 0.690 -0.337
62 H -1.710 1.318 1.061
63 H -2.767 -4.730 3.356
64 C -2.319 0.456 -2.721
65 C -3.683 -3.046 4.383
66 C 1.112 2.737 1.340
67 H -1.388 3.259 -2.315
68 C -1.294 -0.330 3.205
69 C 6.466 4.000 -4.770
70 C -1.682 1.590 -0.080
71 H -1.673 0.256 -4.760
72 H -3.683 -1.088 -5.407
73 C 5.400 -0.997 -0.372
74 C -4.888 -3.635 6.413
75 H -5.036 2.099 4.183
76 C 5.409 -2.818 -5.799
77 C -2.992 5.141 0.678
78 C -1.486 -1.477 5.322
79 C -4.566 1.335 2.183
80 C -2.452 -0.003 -4.032
81 C -1.520 -2.716 1.469
82 C -4.720 -0.077 4.162
83 H -0.442 -2.947 -0.392
84 H -5.447 -3.295 7.276
85 H 4.753 5.147 -4.101
86 C -0.309 0.503 3.724
87 H -2.600 3.408 1.861
88 C -0.409 1.224 -0.644
89 C -4.237 -0.944 2.988
90 H -4.818 -3.484 1.943
91 C -1.870 3.163 -0.198
92 H -1.565 -0.233 2.150
93 C -3.956 -5.367 5.039
94 C -1.711 3.809 -1.423
95 C -4.725 -4.989 6.139
96 C -3.741 -3.734 0.077
97 H 6.938 4.840 -5.279
98 H -6.350 1.128 3.401
99 O 1.040 3.281 2.379
100 O 2.243 -2.454 -2.285
101 C -2.115 5.146 -1.561
102 Co 1.250 1.982 -0.295
103 H -1.901 -2.275 5.954
104 H 0.134 1.238 3.059
105 C 1.644 1.262 -3.244
106 H 6.569 -3.836 -4.269
107 C -3.140 -1.999 3.369
108 C 0.078 0.357 5.056
109 H -3.045 6.857 -0.631
110 H -5.117 -1.512 2.621
111 H -0.630 -2.487 2.056
112 C 7.418 -0.525 0.881
113 H 4.517 -1.621 -0.542
114 H 3.782 0.150 -5.379
115 C 4.643 3.088 -3.459
116 C 4.622 -1.703 -6.108
117 H -5.300 1.538 1.381
118 C -1.402 -3.064 0.117
119 C -3.412 -0.279 0.703
120 H 6.984 0.691 -4.131
121 H 4.202 -1.578 -7.110
122 H -5.323 -1.773 -3.708
123 O 4.205 2.478 -0.008

Forces on the atoms, in the same order (eV/Å):
H -0.25 -0.05 0.10
C -0.03 0.07 -0.38
C 0.03 -0.11 -0.05
H 0.35 0.38 0.24
H 0.06 0.02 -0.30
H -0.21 -0.36 -0.27
H -0.30 1.17 -0.22
H 0.08 -1.74 -0.26
C -0.12 -3.07 0.24
H 0.05 0.27 0.64
C 0.23 -0.51 -0.05
O -0.51 -1.61 1.08
O 0.41 -0.76 1.00
C -0.13 -0.16 -0.06
C 0.43 2.30 -1.18
H -0.17 0.02 -0.11
C -0.38 0.09 -0.02
C 0.20 0.47 0.66
C 0.09 -0.24 -0.02
C -0.33 -0.10 0.17
H 0.08 0.08 -0.13
H -0.15 -0.01 0.05
C 0.33 -0.17 -0.04
H -0.28 0.16 0.14
C -0.33 -0.20 -0.15
H -0.09 -0.26 0.29
H -0.24 -0.21 0.09
H 0.31 0.32 -0.17
H 0.13 0.28 -0.20
H 0.45 -0.07 -0.24
N -0.73 0.76 2.31
C 0.16 -0.32 -0.26
C -0.24 0.00 -0.46
C -0.18 -0.88 0.04
C -0.08 -0.42 0.12
H -0.21 0.00 -0.27
C -0.10 0.28 -0.11
H -0.17 -0.17 -0.13
H 0.25 0.26 -0.29
C 0.52 -0.59 -0.28
H -0.16 -0.48 -0.23
C -0.22 0.40 -0.11
H 0.56 0.25 0.18
C 0.47 -0.81 0.95
C -0.23 -0.01 -0.30
H 0.00 0.08 0.13
C -0.20 0.01 1.37
C -0.11 -0.33 0.11
H -0.83 -0.40 -0.10
C 0.40 -0.14 -0.43
C 0.53 -0.12 -0.62
C 0.04 -0.34 -0.01
C -0.26 -0.18 0.18
H -0.02 0.20 0.17
Co 0.53 -1.31 -1.06
C 0.24 0.54 -0.10
C -0.24 -0.28 -0.35
H 0.21 -0.28 -0.13
P -0.25 0.26 0.78
C -0.14 0.35 -0.05
C -2.19 1.40 0.01
H 0.41 1.24 -1.56
H -0.49 0.19 0.32
C 0.49 -0.31 -0.64
C 0.41 0.09 -0.15
C 0.01 0.53 2.31
H 0.20 0.23 0.52
C 0.06 0.57 -0.01
C -0.07 -0.13 0.13
C 0.95 0.53 2.31
H -0.44 -0.17 0.21
H -0.09 0.09 0.16
C 0.32 0.15 0.17
C 0.32 0.08 -0.22
H -0.30 -0.52 -0.29
C -0.09 -0.01 0.22
C 0.61 0.30 0.05
C -0.08 0.43 -0.10
C 0.24 -0.02 0.08
C -0.25 0.46 0.07
C -0.36 -0.48 -0.27
C 0.23 0.19 0.23
H -0.29 -0.15 0.18
H 0.06 -0.13 0.12
H 0.17 -0.30 -0.02
C -0.05 -0.37 0.05
H 0.30 0.04 -0.66
C -0.28 -0.06 0.42
C -0.43 0.74 -0.40
H 0.41 0.20 -0.33
C -0.83 -1.40 0.35
H 0.17 -0.13 0.52
C 0.12 0.18 0.02
C -0.74 0.28 -0.02
C -0.02 0.03 -0.20
C 0.14 0.15 0.13
H -0.14 -0.14 0.10
H 0.42 0.19 0.18
O 0.14 -1.08 -2.73
O -0.27 1.22 -0.15
C 0.47 -0.28 -0.02
Co 2.40 3.64 0.75
H 0.16 0.50 -0.37
H 0.04 -0.18 0.39
C -0.94 1.31 -1.85
H -0.22 0.33 -0.15
C 0.67 -0.29 0.86
C 0.08 0.00 -0.04
H -0.06 -0.25 -0.04
H 0.32 0.11 -0.05
H -0.31 0.35 -0.28
C -0.04 0.22 -0.08
H 0.24 0.35 0.12
H 0.13 -0.33 0.15
C 0.21 -0.14 -0.02
C 0.14 0.15 0.33
H 0.23 -0.22 0.11
C -0.36 -0.17 -0.04
C 0.18 -0.92 -2.27
H -0.11 0.27 -0.03
H 0.17 -0.07 0.38
H 0.00 0.10 0.17
O -1.41 -0.92 -1.08

Output
- HOMO level (eV) = -1.6
- LUMO (eV) = 1.91
- charge = -1

=====

# 6
C6H14N2O | wB97M-V/def2-TZVPD

CARTESIAN COORDINATES (ANGSTROEM)
1 H -0.918 2.247 2.584
2 C -1.117 0.930 1.229
3 H -1.722 1.572 0.581
4 C -0.003 1.645 -1.634
5 H 0.901 1.648 -2.257
6 N -0.652 1.289 2.359
7 C 1.296 0.229 -0.259
8 H 1.990 -0.528 -2.161
9 H -1.736 -0.065 -1.098
10 H 1.473 -0.004 0.784
11 H 1.877 1.134 -0.419
12 H -0.035 2.418 -0.853
13 C -0.842 -0.403 0.677
14 H -1.191 -1.948 2.099
15 O -1.042 1.102 -2.052
16 N -1.600 -0.787 -0.360
17 H 0.197 -2.239 1.028
18 H 0.307 -1.059 2.358
19 H -1.437 -1.718 -0.718
20 H 2.307 -1.622 -0.803
21 C 1.596 -0.896 -1.212
22 C -0.343 -1.477 1.594
23 H 0.693 -1.467 -1.468

Forces on the atoms, in the same order (eV/Å):
H -0.02 -0.07 -0.08
C 0.38 0.49 0.11
H -0.02 0.00 0.04
C -0.97 -0.19 -0.49
H 0.00 -0.13 0.09
N -0.20 -0.21 -0.20
C -0.31 -0.32 0.80
H 0.02 -0.03 0.00
H -0.05 -0.28 0.34
H 0.07 -0.20 0.09
H -0.20 0.14 -0.18
H 0.01 -0.15 0.05
C 0.32 0.00 -0.34
H 0.00 0.05 -0.08
O 0.84 0.50 0.25
N 0.03 0.14 -0.28
H -0.02 0.00 0.01
H 0.00 0.02 -0.03
H 0.00 0.06 0.09
H 0.00 0.07 -0.08
C -0.02 0.00 0.04
C 0.24 0.12 -0.12
H -0.09 0.00 -0.02

Output
- relative energy (zero: lowest compared OMol25 entry of this formula, charge and spin) (kJ/mol) = 469.16
- HOMO level (spin up / spin down) (eV) = -7.4 / -7.4
- LUMO (spin up / spin down) (eV) = 0.02 / 0.02

=====

For reference, electronic energy by record: -152.84546, -1433.86694, -2609.28020, -477.76312, -5968.94936, -421.62158 hartree.